{"formula": "C19H24N4NbS3", "method": "ωB97M-V with the def2-TZVPD basis set", "total_charge": 3, "homo_ev": [-17.77, -17.77], "lumo_ev": [-11.19, -11.19], "species": ["Nb", "C", "N", "C", "C", "N", "C", "C", "C", "C", "C", "C", "C", "S", "C", "C", "C", "C", "C", "C", "S", "H", "H", "H", "H", "H", "H", "H", "H", "H", "H", "H", "H", "H", "H", "H", "H", "H", "H", "S", "C", "N", "C", "C", "N", "H", "H", "H", "H", "H", "H"], "positions_angstrom": [[11.479806, 7.566297, 7.759654], [11.821160, 7.782152, 10.805325], [12.023290, 6.775916, 9.737488], [11.264785, 5.529606, 10.054946], [10.687324, 4.903367, 8.767506], [9.900688, 5.874537, 7.921370], [9.385395, 5.176342, 6.726511], [8.816944, 6.587969, 8.651322], [7.897170, 5.832758, 9.393063], [6.876031, 6.499541, 10.067798], [6.852837, 7.867310, 10.072790], [7.794599, 8.646724, 9.402986], [8.746934, 7.985837, 8.640876], [9.716170, 9.040419, 7.471291], [13.353009, 6.560552, 9.257919], [13.861039, 5.264969, 9.126116], [15.192296, 5.055979, 8.817305], [16.043335, 6.160967, 8.553521], [15.499086, 7.453979, 8.573276], [14.176360, 7.665504, 8.988702], [12.170654, 6.618289, 5.899392], [12.507692, 7.601866, 11.662752], [10.762528, 7.705376, 11.141766], [12.028505, 8.790057, 10.370986], [10.459765, 5.717684, 10.763728], [11.899048, 4.766354, 10.532612], [9.970120, 4.093547, 9.070409], [11.464108, 4.521693, 8.111155], [8.925947, 4.238938, 7.039777], [10.229341, 4.922922, 6.097346], [8.656380, 5.865487, 6.200452], [7.938490, 4.705623, 9.349080], [6.194641, 5.924339, 10.641150], [6.128639, 8.340084, 10.666036], [7.773092, 9.712728, 9.434264], [13.284826, 4.361441, 9.341106], [15.586957, 4.060491, 8.685486], [17.060027, 5.944309, 8.239903], [16.100603, 8.337015, 8.317519], [13.389184, 9.243044, 8.577781], [14.205458, 10.005690, 6.990052], [14.117415, 9.542311, 5.777051], [14.704482, 10.513918, 4.841249], [15.421015, 11.517294, 5.743454], [14.925725, 11.104719, 7.073802], [13.506534, 8.800705, 5.442281], [13.879816, 10.930480, 4.165879], [15.408525, 10.016252, 4.174634], [15.147350, 12.544616, 5.458626], [16.523709, 11.388385, 5.704444], [15.053657, 11.686697, 7.875016]], "forces_ev_per_angstrom": [[-1.10, -1.46, -1.97], [0.16, 0.78, 0.56], [-1.56, -0.69, -0.04], [-0.31, -1.20, -0.70], [-1.32, -0.20, 0.73], [0.93, 1.81, 1.02], [-0.73, 0.63, -0.66], [0.14, -1.23, 0.42], [0.18, -0.55, -0.75], [1.31, -0.89, -0.46], [0.75, 0.82, -0.14], [-0.33, -1.07, 0.11], [0.83, 0.42, -0.51], [0.06, -0.96, 0.04], [0.60, -0.52, 0.71], [0.51, -0.50, 0.50], [0.60, 1.34, -0.74], [-1.10, -0.29, -0.07], [0.46, -0.05, 0.43], [0.84, -0.22, -1.77], [-0.25, 1.47, 1.57], [-0.42, 0.08, -0.55], [0.84, 0.34, -0.29], [-0.42, -0.60, 0.86], [0.10, 0.44, -0.16], [-0.16, 0.48, -0.01], [0.96, 0.38, -0.30], [0.00, -0.28, -0.01], [-0.39, 0.12, -0.05], [-0.06, 0.00, -0.28], [0.90, -1.02, 0.50], [-0.09, 1.43, 0.22], [-0.74, -0.28, 0.33], [-0.97, 0.74, 0.57], [-0.15, 0.53, 0.02], [0.11, 0.58, -0.11], [-0.04, -0.14, 0.21], [-0.04, 0.38, 0.17], [-0.12, -0.56, 0.04], [0.56, 1.24, -1.03], [-0.07, -0.83, 1.48], [-0.35, -0.04, -0.19], [-0.65, 0.10, -2.03], [0.39, 0.14, -0.50], [-0.48, -0.11, -0.15], [0.13, -0.06, 0.43], [1.07, -0.33, 1.14], [-0.08, -0.09, 0.07], [0.18, -0.29, 0.56], [-0.70, 0.19, 0.10], [0.01, 0.05, 0.71]], "lowdin_charge": [0.970, -0.015, -0.304, -0.114, -0.142, -0.311, -0.051, -0.284, 0.015, -0.005, -0.014, -0.061, -0.522, 0.669, -0.350, 0.001, 0.024, 0.027, -0.045, -0.433, 0.294, 0.145, 0.121, 0.037, 0.134, 0.144, 0.152, 0.109, 0.111, 0.035, 0.145, 0.152, 0.126, 0.120, 0.117, 0.128, 0.138, 0.138, 0.129, 1.007, -0.432, 0.082, -0.079, -0.060, 0.100, 0.068, 0.171, 0.140, 0.151, 0.154, 0.169]}



{"formula": "C19H25AlBBr3F9N3O5S2", "method": "ωB97M-V with the def2-TZVPD basis set", "total_charge": 0, "homo_ev": -6.51, "lumo_ev": -4.99, "species": ["C", "B", "O", "C", "C", "Br", "C", "C", "C", "N", "S", "N", "C", "H", "H", "H", "H", "H", "H", "Al", "C", "C", "C", "S", "O", "O", "C", "H", "H", "H", "H", "H", "H", "H", "H", "C", "C", "C", "F", "F", "F", "F", "O", "C", "C", "F", "F", "F", "F", "H", "H", "H", "H", "C", "O", "N", "C", "C", "H", "H", "H", "H", "H", "H", "H", "Br", "F", "Br"], "positions_angstrom": [[-0.357020, 2.757307, 1.570231], [-1.386005, 3.353410, 0.522988], [-1.056119, 4.345938, -0.337575], [-2.870917, 2.706564, 0.497595], [-3.086354, 1.629343, -0.254061], [-1.676876, 0.919413, -1.266220], [-4.344130, 0.999161, -0.317300], [-5.360146, 1.465925, 0.402458], [-5.181211, 2.579828, 1.192813], [-6.062319, 3.209015, 2.022080], [-5.284850, 4.431910, 2.711645], [-3.842131, 4.282180, 2.047438], [-3.922267, 3.235212, 1.253571], [-0.571546, 1.590136, 1.573662], [-0.655330, 3.117391, 2.550752], [0.667491, 2.968431, 1.311692], [-1.541422, 5.160855, -0.179714], [-4.439431, 0.128894, -0.934139], [-6.309344, 0.952144, 0.370924], [-6.594596, 4.150177, 0.122925], [-4.126327, -5.221685, 0.805399], [-4.624187, -6.083993, -0.358987], [-5.443300, -5.173853, -1.285113], [-4.767917, -3.523076, -1.078893], [-5.787936, -2.673650, -0.479944], [-4.087229, -3.123826, -2.284364], [-3.574287, -3.951644, 0.173227], [-3.365880, -5.733121, 1.391989], [-4.961411, -4.978770, 1.468894], [-3.768670, -6.489050, -0.901359], [-5.220277, -6.926188, -0.011386], [-5.353703, -5.463168, -2.328871], [-6.492971, -5.146001, -0.997630], [-3.468959, -3.128281, 0.877701], [-2.622259, -4.147693, -0.325711], [3.672297, -2.453281, -2.332599], [4.355665, -1.184113, -1.779612], [4.622092, -1.114445, -0.268097], [3.515272, -1.240088, 0.479017], [5.147840, 0.097614, 0.041629], [3.659205, -0.103719, -2.193165], [5.579650, -1.102616, -2.375994], [2.260430, -2.408490, -2.531875], [1.383837, -2.624286, -1.483616], [0.646425, -1.325383, -1.115891], [1.504134, -0.313140, -0.885320], [-0.078059, -1.515572, 0.006504], [2.022467, -3.171063, -0.442792], [0.487747, -3.543319, -1.902712], [4.069459, -2.578458, -3.338521], [3.977992, -3.347159, -1.789594], [5.332198, -1.888933, 0.033337], [-0.024541, -1.024298, -1.921847], [5.730647, 5.391309, 0.622849], [4.865266, 5.825401, -0.121400], [5.970948, 4.089735, 0.804521], [7.001196, 3.588445, 1.696936], [5.153220, 3.137252, 0.068725], [6.424391, 6.112687, 1.254943], [7.715703, 2.989287, 1.125857], [6.542577, 2.962842, 2.466046], [7.516699, 4.418027, 2.171732], [5.267243, 3.307565, -1.002831], [4.103692, 3.285068, 0.332167], [5.448154, 2.124661, 0.310188], [0.670332, 0.631051, 2.395400], [7.021957, 6.363078, 2.556689], [-0.026301, -5.604894, -0.407395]], "forces_ev_per_angstrom": [[-1.39, 0.48, -1.24], [-0.01, -0.83, 0.46], [0.22, 0.38, 0.33], [2.14, 1.93, 0.53], [-0.04, -0.92, -0.78], [-0.10, 0.16, -0.08], [1.20, -0.63, -0.86], [-2.35, -0.87, -0.10], [0.43, 1.09, 1.95], [-0.55, -0.49, -0.39], [0.07, 0.81, 0.68], [-0.57, 0.66, 0.75], [0.65, -1.42, -1.20], [-0.22, 1.31, -0.34], [0.23, 0.02, 0.24], [0.18, 0.24, 0.13], [-0.17, 0.13, -0.51], [-0.25, -0.43, -0.19], [-0.16, -0.06, 0.12], [-0.57, 0.41, -0.47], [-0.17, -0.05, 0.04], [0.10, 0.00, -0.02], [-0.09, -0.40, 0.05], [0.09, -0.32, 0.38], [0.22, 0.14, -0.32], [-0.21, 0.46, -0.11], [0.21, -0.10, 0.21], [0.08, 0.03, -0.05], [0.02, 0.02, 0.01], [0.05, 0.05, 0.02], [-0.04, 0.00, -0.02], [-0.03, 0.16, -0.06], [0.01, 0.14, 0.00], [-0.03, 0.08, -0.13], [0.03, -0.01, 0.00], [-0.04, -0.44, -0.25], [-0.68, 0.08, -0.35], [0.30, 0.02, 0.35], [-0.24, -0.14, -0.12], [0.18, -0.16, -0.28], [0.15, 0.14, 0.10], [0.16, -0.21, 0.17], [0.23, 0.56, 0.28], [0.61, -0.93, -0.47], [-0.29, -0.15, 0.11], [-0.03, 0.01, 0.03], [-0.06, -0.21, 0.01], [-0.01, 0.39, 0.29], [0.12, 1.49, -0.57], [-0.01, 0.18, -0.03], [-0.09, 0.10, 0.28], [0.04, -0.02, -0.13], [0.07, -0.27, -0.18], [-0.16, -0.03, -0.58], [0.01, 0.02, 0.14], [0.12, 0.06, 0.20], [0.09, -0.13, -0.10], [-0.11, 0.27, -0.09], [0.19, -0.16, 0.90], [-0.04, -0.05, 0.05], [0.05, -0.01, 0.00], [-0.12, 0.10, 0.01], [-0.08, -0.08, -0.01], [-0.02, -0.08, -0.08], [0.10, 0.17, 0.09], [1.19, -1.90, 0.99], [-0.12, 0.15, -0.49], [-0.50, -0.91, 0.68]], "lowdin_charge": [-0.194, -0.519, 0.179, -0.097, -0.561, 1.055, -0.035, -0.052, -0.518, -0.346, 1.033, -0.133, -0.358, -0.142, 0.080, 0.052, 0.123, 0.120, 0.142, 0.910, -0.220, -0.208, -0.219, 0.654, -0.365, -0.333, -0.248, 0.114, 0.116, 0.117, 0.113, 0.102, 0.101, 0.106, 0.045, -0.035, -0.435, -0.292, 0.092, 0.071, 0.123, 0.103, 0.041, -0.567, -0.353, 0.061, 0.028, 0.106, -0.040, 0.147, 0.148, 0.175, 0.108, -0.307, 0.063, -0.171, -0.050, -0.034, 0.106, 0.088, 0.092, 0.063, 0.098, 0.093, 0.058, 0.440, -0.456, -0.179]}